The following is a quantum chemistry calculation of the ion CH3NO3PS with charge +1 in a non-equilibrium geometry, from the Open Molecules 2025 dataset.

Results
Energy (hartree): -1059.68641
Net charge: +1
ΔE to the lowest compared entry with this formula, charge and spin (kcal per mole): 7.24
Kohn-Sham gap (eV): 10.66

```
10
Properties=species:S:1:pos:R:3:nbo_charge:R:1
C 1.425 0.415 -1.794 0.08
N 2.525 0.477 -1.541 -0.22
O -0.090 1.040 1.274 -1.00
O -1.832 -0.482 0.536 -0.96
O 0.529 -1.256 0.397 -0.97
P -0.418 -0.036 0.239 2.26
S -0.459 0.429 -1.858 0.10
H -0.185 1.938 1.596 0.60
H -2.249 -0.946 -0.214 0.55
H 0.754 -1.578 1.366 0.58
```